[1]
15
Properties=species:S:1:pos:R:3:forces:R:3:lowdin_charge:R:1 method="wB97M-V/def2-TZVPD"
H 2.853142 -1.028481 0.351226 -1.96 2.40 -1.39 0.125
N 2.288811 -0.117484 0.059779 6.62 0.36 2.05 0.140
C 1.100265 -0.272441 -0.043544 -3.74 -1.53 -1.58 -0.618
N 0.623552 -1.577846 -0.147697 -6.67 -2.77 2.36 0.110
C -0.759998 -1.593592 0.150654 7.67 4.79 -2.57 0.056
C -1.147399 -0.115504 0.044800 -0.40 -0.25 -0.67 -0.290
C -2.445941 0.229478 -0.033312 1.34 0.59 0.97 0.074
N 0.050120 0.639222 -0.255166 -0.05 1.49 1.21 -0.039
C 0.327732 2.137166 0.085637 -0.60 2.24 -0.07 -0.065
H -1.339490 -2.457582 0.123702 -0.96 -1.17 0.15 0.085
H -3.087683 -0.563283 0.242554 -0.93 -0.53 0.04 0.041
H -2.845227 1.234797 -0.056950 0.16 -0.02 -0.41 0.060
H 1.423524 2.514027 -0.198146 -2.36 -1.71 0.57 0.093
H 0.188190 2.329031 1.244321 0.20 -0.46 -2.40 0.091
H -0.377779 3.053621 -0.530525 1.68 -3.43 1.74 0.137



[2]
15
Properties=species:S:1:pos:R:3:forces:R:3:lowdin_charge:R:1 method="wB97M-V/def2-TZVPD" smiles=c1cn(C2CC2)nn1
C -1.223050 -2.371098 0.439718 1.76 -3.67 -0.46 -0.202
C -0.235551 -1.534882 -0.034160 3.17 2.48 -0.52 -0.082
N -0.371012 -0.387236 0.699687 -1.11 -0.34 0.98 -0.109
C 0.006371 0.968176 0.252373 -0.89 1.05 0.53 -0.303
C 1.405620 1.447232 -0.154578 0.20 1.10 0.24 -0.150
C 0.276933 1.249502 -1.200021 2.47 0.00 -2.05 -0.187
N -1.352210 -0.609411 1.713626 0.29 0.39 -2.59 0.050
N -1.833632 -1.784134 1.450963 -0.27 1.70 2.17 -0.043
H -1.310650 -3.526496 0.462476 0.05 2.32 -0.95 0.128
H 0.832287 -1.364038 -0.591161 -3.26 -1.71 0.54 0.165
H -0.631476 1.766982 0.758232 0.80 -1.58 -0.65 0.158
H 1.479521 2.776504 -0.143786 0.95 -4.64 0.95 0.183
H 2.236498 0.549831 -0.066902 -1.77 3.13 -0.28 0.144
H 0.024111 2.302207 -1.511404 -0.37 -1.80 -0.25 0.096
H 0.696240 0.516862 -2.075063 -2.04 1.55 2.35 0.150



[3]
15
Properties=species:S:1:pos:R:3:forces:R:3:lowdin_charge:R:1 method="wB97M-V/def2-TZVPD" smiles=NNc1ccccn1
N 2.691827 0.363302 0.228885 -2.61 1.74 -0.10 -0.024
N 1.746243 -0.700072 -0.104641 -0.26 2.48 -1.23 -0.071
C 0.392920 -0.360856 -0.185388 0.43 1.33 1.60 -0.308
C -0.620523 -1.333099 -0.107975 2.59 -0.51 -0.04 -0.037
C -1.911057 -0.914745 0.087214 0.09 -0.62 0.45 -0.122
C -2.115605 0.418442 0.086316 -2.56 6.51 0.59 -0.114
C -1.070935 1.412945 -0.055500 -0.30 -1.94 -0.76 -0.140
N 0.175293 0.993614 -0.090599 0.70 -1.56 -1.01 0.050
H 2.042453 0.968893 0.875840 1.91 -1.12 -1.08 0.091
H 2.703259 1.062059 -0.605302 0.01 -1.89 1.42 0.098
H 2.017142 -1.593325 0.187983 0.39 -1.08 0.48 0.091
H -0.141905 -2.330709 -0.026650 -1.33 0.25 -0.22 0.119
H -2.729152 -1.561845 0.350377 -0.04 -0.37 -0.22 0.108
H -3.132581 1.018651 0.339745 2.00 -2.27 -0.82 0.140
H -1.101561 2.502244 -0.305513 -1.01 -0.96 0.91 0.119



[4]
15
Properties=species:S:1:pos:R:3:forces:R:3:lowdin_charge:R:1 method="wB97M-V/def2-TZVPD"
H 2.684837 -0.917109 1.028626 -0.53 -0.55 1.60 0.045
N 2.922217 -0.246682 0.346854 2.32 -0.36 -0.86 0.156
C 1.964992 0.142307 -0.306885 -2.94 1.85 -2.03 -0.251
N 0.578129 -0.067458 -0.035007 0.41 -1.07 0.31 -0.058
C -0.022174 -1.300718 -0.244288 -1.58 -0.46 1.06 -0.094
C -1.329411 -1.248855 0.015607 -0.03 0.43 -0.38 -0.091
C -1.686847 0.197828 0.203492 -1.59 0.88 0.63 -0.111
C -0.371326 0.957340 0.083186 0.67 0.07 -2.03 -0.354
N 0.025935 2.152561 -0.124586 1.72 -2.46 0.50 0.151
H -0.511954 2.901817 0.140929 -2.14 1.77 0.31 0.009
H 1.923024 0.720557 -1.243515 1.45 0.36 0.50 0.126
H 0.461229 -2.211078 -0.504643 0.94 -0.18 -0.14 0.116
H -2.047433 -2.053461 -0.069953 0.17 0.11 0.04 0.097
H -2.542022 0.469729 -0.490698 1.35 0.21 0.54 0.139
H -2.049193 0.503224 1.200887 -0.22 -0.58 -0.05 0.121



[5]
16
Properties=species:S:1:pos:R:3:forces:R:3:lowdin_charge:R:1 method="wB97M-V/def2-TZVPD" smiles="NN(C=O)n1cccc1"
N 1.252162 1.869873 0.126070 -0.03 -4.01 -0.43 0.123
N 1.158547 0.209926 -0.232187 0.79 2.24 1.18 -0.031
C 2.264407 -0.632306 0.221249 -2.93 1.92 -1.49 -0.279
O 2.109282 -1.800579 0.378743 0.85 -0.37 0.39 0.072
N -0.151454 -0.213878 -0.133192 -0.46 0.47 -1.07 -0.137
C -1.129390 0.331878 -0.940841 2.52 2.24 -1.16 -0.126
C -2.329721 -0.052793 -0.539044 -1.30 -1.05 0.23 -0.116
C -2.121819 -0.970497 0.532667 0.54 -0.44 0.34 -0.077
C -0.747637 -1.059993 0.765627 -0.62 0.71 -0.27 -0.051
H 2.019651 1.844543 0.802365 -0.05 0.44 -0.30 0.040
H 1.593265 2.179623 -0.783280 0.25 0.11 0.31 0.052
H 3.136765 0.030973 0.185269 0.54 -0.54 0.39 0.123
H -0.852890 1.143100 -1.628016 -0.12 -0.70 0.23 0.119
H -3.250678 0.197158 -1.060772 0.18 -0.06 0.48 0.104
H -2.948158 -1.499930 0.982310 0.41 -0.22 0.29 0.087
H -0.002328 -1.577105 1.323031 -0.57 -0.75 0.90 0.097



[6]
The following is a quantum chemistry calculation of a structure of composition C5H7NO, from the OMol25 dataset.

```
14
Properties=species:S:1:pos:R:3:forces:R:3:lowdin_charge:R:1
C 2.405399 0.036447 0.758367 0.20 -0.10 0.05 -0.120
N 1.249967 0.895437 0.544037 -0.39 -0.18 -0.27 0.062
C 0.276819 0.406495 -0.069118 0.33 0.27 0.42 -0.369
O 0.133646 -0.853942 -0.654713 0.08 -0.09 0.03 0.023
C -1.226578 -0.524886 -1.009737 -0.26 -0.17 -0.21 -0.218
C -1.997479 -0.285318 0.236340 -0.14 -0.09 0.07 -0.032
C -1.128846 0.817903 -0.357192 0.05 0.27 -0.03 -0.092
H 3.126995 0.130515 -0.062847 -0.14 0.02 0.12 0.081
H 2.900407 0.356899 1.680037 -0.04 -0.07 -0.19 0.069
H 2.128178 -1.021775 0.852134 0.09 0.16 -0.04 0.076
H -1.590752 -0.846703 -1.977825 0.07 0.07 0.18 0.150
H -1.671263 -0.784153 1.145701 -0.06 0.08 -0.13 0.119
H -3.069628 -0.136031 0.144371 0.17 0.01 -0.07 0.111
H -1.489299 1.796643 -0.645504 0.05 -0.18 0.05 0.139
```
Forces are in eV/Å.



[7]
14
Properties=species:S:1:pos:R:3:forces:R:3:lowdin_charge:R:1 method="wB97M-V/def2-TZVPD" smiles="C1=NO[C@H]2CC[C@H]12"
C -0.550517 -0.537823 -1.436774 3.04 -3.92 -2.57 -0.119
N -1.465106 0.247630 -1.187148 -2.21 1.54 -1.42 -0.002
O -1.310266 0.782630 0.031213 -0.64 3.60 3.17 -0.101
C 0.127694 0.729211 0.331998 -1.05 -3.33 -0.46 -0.270
C 1.016577 0.389961 1.531547 0.15 -1.70 1.77 -0.081
C 1.632548 -0.817689 0.533051 -2.22 3.11 0.64 -0.062
C 0.191903 -0.752085 -0.086590 2.99 1.38 -2.70 -0.221
H -0.518368 -1.021828 -2.529272 -0.03 0.87 2.84 0.155
H 0.696354 1.388472 -0.308537 -0.23 0.20 -0.65 0.149
H 0.371856 -0.291396 2.217884 1.27 1.88 -0.20 0.130
H 1.774444 1.213082 1.998510 -2.17 -2.16 -0.91 0.147
H 1.998843 -1.697354 0.944302 0.46 -1.53 0.92 0.069
H 2.391344 -0.264271 0.066096 1.01 0.19 -1.54 0.074
H -0.485851 -1.390626 0.431957 -0.39 -0.13 1.10 0.132



[8]
14
Properties=species:S:1:pos:R:3:forces:R:3:lowdin_charge:R:1 method="wB97M-V/def2-TZVPD"
C -0.773118 -0.431738 1.546835 0.06 -0.06 0.01 -0.094
C -0.949395 0.722067 0.603246 0.10 0.06 -0.13 -0.159
C -0.089862 1.135617 -0.328557 -0.15 -0.05 0.08 -0.112
C 1.257061 0.512601 -0.604010 0.03 0.11 0.21 -0.208
N 1.204734 -0.560231 -1.580399 -0.36 -0.50 -0.23 0.117
C 0.430683 -1.441584 -1.857727 -0.03 -0.10 -0.08 -0.325
O -0.239366 -2.337034 -2.222402 0.40 0.59 0.25 0.140
H -0.809133 -0.093805 2.589213 -0.01 -0.03 -0.15 0.077
H -1.588413 -1.153048 1.416670 0.11 0.11 0.02 0.080
H 0.168591 -0.966739 1.393626 -0.13 0.09 0.02 0.065
H -1.894298 1.258216 0.692343 0.14 -0.06 -0.03 0.100
H -0.369749 1.969273 -0.969971 0.02 -0.11 0.10 0.100
H 1.706106 0.119921 0.314735 -0.07 0.06 -0.12 0.108
H 1.946159 1.266485 -0.993602 -0.11 -0.11 0.06 0.109



[9]
14
Properties=species:S:1:pos:R:3:forces:R:3:lowdin_charge:R:1 method="wB97M-V/def2-TZVPD"
C 1.412988 -0.220944 0.696477 0.01 0.02 0.08 -0.098
C 0.515131 -1.213161 0.014480 -0.17 0.02 -0.04 -0.152
C -0.768045 -1.035035 -0.297211 0.20 -0.03 0.02 -0.106
C -1.591446 0.215955 -0.064788 -0.10 -0.12 0.03 -0.194
N -0.944565 1.475277 -0.358756 0.51 0.31 -0.29 0.112
C 0.101846 1.884704 -0.785066 0.01 0.11 -0.05 -0.354
O 1.093798 2.396815 -1.159268 -0.68 -0.28 0.15 0.141
H 1.901388 -0.673347 1.563245 0.01 -0.08 -0.11 0.079
H 2.200088 0.132920 0.019846 -0.11 -0.06 0.15 0.083
H 0.855744 0.642294 1.061816 0.16 -0.12 0.05 0.065
H 0.969504 -2.170800 -0.240274 -0.10 0.13 0.06 0.099
H -1.316222 -1.862614 -0.745079 0.10 0.14 0.01 0.097
H -1.936832 0.256295 0.976193 0.06 0.01 -0.13 0.119
H -2.493382 0.171642 -0.681610 0.09 -0.04 0.09 0.110



[10]
14
Properties=species:S:1:pos:R:3:forces:R:3:lowdin_charge:R:1 method="wB97M-V/def2-TZVPD" smiles="C[C@H](C#N)CC=O"
C -1.043880 1.157217 -0.262764 -0.08 0.02 0.00 -0.054
C 0.340323 0.549885 0.000336 0.01 0.03 0.06 -0.362
C 1.334654 1.162202 -0.894267 0.67 0.40 -0.58 -0.201
N 2.110889 1.640021 -1.606446 -0.75 -0.46 0.66 0.154
C 0.362072 -0.982762 -0.161131 0.05 -0.04 -0.03 -0.127
C -0.229187 -1.672936 1.051111 0.15 0.09 0.34 -0.254
O 0.235096 -1.506315 2.153225 -0.33 -0.06 -0.37 0.060
H -1.020079 2.243031 -0.136297 -0.01 -0.17 0.00 0.087
H -1.779909 0.745980 0.435868 0.12 0.04 -0.08 0.085
H -1.373658 0.941331 -1.284373 0.06 0.01 0.15 0.089
H 0.650741 0.770315 1.028793 0.00 0.01 -0.14 0.144
H -0.142614 -1.281282 -1.086229 0.11 0.02 0.14 0.123
H 1.403319 -1.323885 -0.189407 -0.12 0.04 -0.16 0.132
H -1.086518 -2.358764 0.895426 0.10 0.06 0.02 0.125



Per-record relative energy (zero: lowest compared OMol25 entry of this formula, charge and spin), kJ/mol: 412.97 591.48 261.83 251.93 349.76 247.98 569.38 76.18 86.59 79.36
Per-record HOMO-LUMO gap, eV: 8.344 10.201 9.143 9.148 8.848 10.656 9.910 10.660 10.523 10.962